[1]
15
Properties=species:S:1:pos:R:3 method="wB97M-V/def2-TZVPD" orbital_gap_ev=10.856 smiles=C[C@@]1(CC#N)CN1 homo_ev=-9.957 spin_multiplicity=1 total_charge=0
C -0.79424 1.16805 0.04636
C -0.15644 -0.19945 -0.11853
C 1.34676 -0.18776 -0.41322
C 1.95893 0.92400 0.31216
N 2.22429 1.88751 0.89296
C -0.72885 -1.37648 0.57615
N -0.83232 -1.24374 -0.87753
H -0.92142 1.65285 -0.92949
H -1.76870 1.09874 0.53795
H -0.16949 1.83051 0.65771
H 1.50572 -0.04919 -1.48689
H 1.80329 -1.14342 -0.13814
H -1.62361 -1.22870 1.17842
H -0.07691 -2.17875 0.91610
H -1.76699 -0.95417 -1.15400

[2]
38
Properties=species:S:1:pos:R:3 method="wB97M-V/def2-TZVPD" orbital_gap_ev=6.328 homo_ev=-14.795 spin_multiplicity=1 total_charge=+2
Re -2.53239 0.19174 0.13847
S -7.66673 0.64280 0.92612
As -5.75176 -0.12436 0.31043
S -3.95345 -0.73907 1.56004
S -4.22196 0.71636 -1.16977
S -7.52839 -1.26319 -0.09849
O -1.92636 4.18799 -0.16583
C -1.17216 3.97327 0.63729
O -1.81121 1.57503 0.79407
C -0.15647 4.04681 1.59781
C 0.33776 2.96801 2.34389
C 1.35084 3.21497 3.24407
C 1.82979 4.51034 3.36984
C 1.35203 5.58687 2.64379
C 0.33984 5.36402 1.73669
N 2.93234 4.75834 4.34895
O 3.32709 3.79638 4.96273
O 3.32631 5.89493 4.43289
H -0.06831 1.97822 2.20903
H 1.77786 2.42968 3.85105
H 1.77325 6.57072 2.79471
H -0.06202 6.17718 1.14672
F 2.20831 -6.07000 -4.94643
C 2.59858 -5.88440 -3.68070
F 3.88991 -5.55022 -3.68399
F 2.46477 -7.04607 -3.03127
C 1.74333 -4.81931 -3.02388
C 2.32536 -3.66948 -2.50429
C 1.52588 -2.71687 -1.90665
C 0.13769 -2.92766 -1.83493
C -0.44044 -4.09638 -2.36772
C 0.36830 -5.03670 -2.95997
C -0.68599 -1.97658 -1.23070
C -1.41648 -1.13612 -0.69786
H 3.39415 -3.52759 -2.56973
H 1.95558 -1.81400 -1.49585
H -1.50953 -4.24414 -2.30578
H -0.05530 -5.94150 -3.37474

[3]
18
Properties=species:S:1:pos:R:3 method="wB97M-V/def2-TZVPD" s_squared=0.772 orbital_gap_ev="10.160 / 6.140" homo_ev="-13.487 / -13.469" spin_multiplicity=2 total_charge=+1
C 3.01402 0.60548 1.74748
C 2.06108 1.02619 0.91420
N 0.75034 1.15189 1.15226
C -0.26100 1.16879 -0.04128
C -2.17392 -1.90490 -1.42243
C -1.83905 -0.55625 -0.88185
C -0.61071 -0.23697 -0.51971
H 2.85089 0.07592 2.70982
H 4.05967 0.83182 1.54468
H 2.24633 1.53530 -0.00060
H 0.29100 0.82113 2.06819
H 0.12795 1.57305 -1.06459
H -1.15106 1.87480 0.22718
H -1.22701 -2.33181 -1.78681
H -2.73829 -1.88661 -2.39468
H -2.68863 -2.67453 -0.70094
H -2.91888 -0.15382 -0.63361
H 0.20729 -0.91948 -0.91728

[4]
10
Properties=species:S:1:pos:R:3 method="wB97M-V/def2-TZVPD" orbital_gap_ev=10.012 homo_ev=-9.095 spin_multiplicity=1 total_charge=0
C -0.02893 1.40730 0.49163
O 0.45036 0.68513 -0.64423
C -0.01419 -0.54574 -0.89826
C -0.01415 -1.66309 -0.12821
Cl 0.74886 -1.58362 1.51510
H 0.19075 2.47020 0.12800
H -1.10793 1.34839 0.64543
H 0.44935 1.08071 1.43383
H -0.16003 -0.67310 -1.98408
H -0.51407 -2.52618 -0.55922